# 1
Computed, not measured: a structure of composition C20H24AsF6N6O2S2Tl, with ωB97M-V/def2-TZVPD.

**Net charge**: -2
**Relative energy (zero: lowest compared OMol25 entry of this formula, charge and spin)**: 1.3035 eV
**LUMO level**: 4.451 eV
**2S+1**: 1

Last column: Mulliken charge in e.
Positions of all 62 atoms, in Å:
1 Tl -0.59 -0.07 0.18  0.71
2 As 0.59 3.39 -1.33  0.70
3 S -2.90 1.24 1.56  -0.43
4 S 0.26 2.52 1.59  -0.21
5 F -3.47 -4.20 -1.49  -0.33
6 F -2.38 -6.05 0.16  -0.31
7 F -0.43 -5.51 -0.60  -0.27
8 F -0.83 -5.41 1.52  -0.26
9 F -2.84 -2.14 -1.30  -0.21
10 F -1.52 -3.60 -2.20  -0.26
11 O 1.42 1.94 -1.31  -0.77
12 O -0.70 -2.89 0.38  -0.87
13 N -0.76 5.76 2.96  -0.68
14 N -0.03 -0.90 -3.95  -0.79
15 N 1.72 -2.34 -3.65  -0.59
16 N 1.74 -0.33 -2.48  -0.03
17 N -4.39 4.27 3.04  -0.63
18 N -1.27 1.10 -3.15  -0.53
19 C -3.51 3.62 2.65  -0.07
20 C 3.04 -1.15 0.66  -0.13
21 C -2.89 -3.42 1.25  -1.81
22 C 2.20 -2.06 1.29  -0.51
23 C 1.69 -1.78 2.55  0.79
24 C 2.83 0.35 2.50  -0.52
25 C -1.17 3.33 2.16  0.11
26 C 0.74 3.96 -3.19  -1.35
27 C -1.31 3.55 -1.09  -0.85
28 C -1.78 -3.66 0.21  0.97
29 C -0.98 4.68 2.61  -0.08
30 C -1.36 -5.15 0.31  0.56
31 C -0.68 0.17 -3.52  0.58
32 C -2.43 2.80 2.15  0.59
33 C 0.75 -2.76 3.22  -0.92
34 C 2.01 -0.57 3.14  -0.40
35 C 1.53 4.85 -0.50  -1.10
36 C -2.40 -3.41 -1.20  0.36
37 C 3.35 0.06 1.25  -0.37
38 C 1.11 -1.14 -3.33  0.89
39 H 3.00 1.32 2.95  0.29
40 H 2.53 4.87 -0.95  0.37
41 H 0.33 -2.34 4.13  0.34
42 H 2.28 -2.73 -2.91  0.25
43 H -3.79 -4.03 1.10  0.41
44 H 1.58 4.71 0.57  0.34
45 H -3.16 -2.36 1.21  0.33
46 H -0.04 -3.02 2.52  -0.07
47 H -1.49 4.46 -0.50  0.40
48 H -2.48 -3.62 2.24  0.36
49 H 1.57 -0.31 4.10  0.26
50 H 1.38 0.61 -2.13  0.17
51 H 1.89 -2.96 0.78  -0.06
52 H 3.95 0.80 0.73  0.29
53 H -1.76 3.62 -2.08  0.51
54 H 1.06 -2.99 -4.03  0.30
55 H 1.00 5.77 -0.74  0.36
56 H 1.28 -3.68 3.48  0.35
57 H 3.42 -1.38 -0.34  0.70
58 H 2.57 -0.67 -2.02  0.08
59 H -1.72 2.70 -0.55  -0.01
60 H 0.23 3.22 -3.81  0.35
61 H 1.79 4.02 -3.47  0.37
62 H 0.26 4.93 -3.34  0.38



# 2
Computed, not measured: a structure of composition C20H24AsGaNO4S in a non-equilibrium geometry, with ωB97M-V/def2-TZVPD.

**Net charge**: -1
**Relative energy (zero: lowest compared OMol25 entry of this formula, charge and spin)**: 0.0333 eV
**LUMO level**: 1.918 eV
**2S+1**: 1

Last column: Mulliken charge in e.
Positions of all 52 atoms, in Å:
1 As 3.38 1.47 -1.54  0.63
2 Ga 0.30 0.40 -1.15  0.62
3 S 1.64 2.65 -1.54  -0.49
4 O -0.87 0.45 -2.71  -0.48
5 O -6.26 1.86 0.58  -0.72
6 O -5.28 2.60 2.46  -0.73
7 O -3.02 0.17 -3.17  -0.70
8 N -1.35 1.36 -0.31  0.13
9 C -1.50 1.88 0.90  -0.17
10 C -2.43 1.11 -1.06  0.62
11 C -0.20 -2.86 -1.00  -2.25
12 C 1.40 -1.01 -0.21  -0.84
13 C 3.88 0.82 0.22  -0.64
14 C -0.10 -0.94 2.31  -0.01
15 C -1.94 -1.79 1.04  0.20
16 C -0.57 -1.61 1.18  -0.61
17 C -3.88 1.87 0.68  0.24
18 C 3.53 0.12 -2.93  -0.96
19 C -0.98 -0.44 3.26  -1.12
20 C 1.30 -3.22 0.92  -2.00
21 C -3.72 1.34 -0.59  -0.69
22 C 4.91 2.59 -2.01  -1.10
23 C 0.45 -2.15 0.19  1.94
24 C -2.14 0.53 -2.42  0.34
25 C -2.82 -1.28 1.99  -0.79
26 C -2.74 2.16 1.43  -0.74
27 C -2.34 -0.61 3.10  -0.40
28 C -5.32 2.14 1.32  0.42
29 H -0.76 -3.74 -0.69  0.44
30 H -0.59 0.08 4.12  0.36
31 H 3.91 1.70 0.87  0.33
32 H 3.60 0.65 -3.89  0.38
33 H 4.41 -0.50 -2.77  0.38
34 H -0.88 -2.18 -1.54  0.42
35 H 3.08 0.13 0.54  0.10
36 H 0.58 -3.17 -1.70  0.40
37 H -3.88 -1.41 1.85  0.43
38 H -2.34 -2.31 0.19  0.41
39 H 1.83 -2.79 1.76  0.35
40 H 5.82 1.99 -1.95  0.37
41 H -3.03 -0.21 3.82  0.43
42 H 4.85 0.33 0.20  0.41
43 H -0.58 2.07 1.45  0.54
44 H 4.80 2.98 -3.02  0.36
45 H -4.57 1.12 -1.21  0.59
46 H 2.62 -0.50 -2.94  0.25
47 H 2.04 -1.43 -1.03  0.34
48 H 2.04 -3.63 0.23  0.47
49 H 0.96 -0.79 2.43  0.23
50 H 0.66 -4.02 1.27  0.48
51 H -2.88 2.58 2.41  0.49
52 H 4.98 3.43 -1.31  0.35



# 3
Computed, not measured: a structure of composition C20H24B2N12NiS2, with ωB97M-V/def2-TZVPD.

**Net charge**: +1
**LUMO level (spin up / spin down)**: -3.210 / -5.271 eV
**2S+1**: 2

Last column: Mulliken spin population.
Positions of all 61 atoms, in Å:
1 Ni 0.61 1.51 -0.42  -0.01
2 S -0.95 3.11 -0.59  0.45
3 S 0.31 1.91 -2.58  0.47
4 N -3.02 1.77 0.63  0.00
5 N 2.59 -0.32 0.29  0.01
6 N 1.27 0.58 2.19  0.01
7 N 2.40 -3.01 1.50  0.00
8 N -0.48 -0.37 0.02  0.02
9 N -0.48 -0.59 -3.36  -0.01
10 N 2.26 0.60 -0.63  0.01
11 N 2.22 -1.86 2.20  0.00
12 N -3.26 1.95 -1.53  0.01
13 N -2.09 0.88 -3.42  0.01
14 N 0.25 -1.22 0.77  -0.01
15 N 1.00 1.68 1.45  0.01
16 C -0.81 0.68 -3.11  0.00
17 C 3.30 -3.23 3.55  0.00
18 C -1.59 -2.31 0.22  0.00
19 C -2.45 1.82 1.97  0.01
20 C -0.40 -2.39 0.91  0.00
21 C 2.78 -1.97 3.43  0.00
22 C 3.88 -0.65 0.16  0.00
23 C -1.59 -1.23 -3.86  0.00
24 C -2.46 2.22 -0.50  0.01
25 C -2.59 -0.31 -3.89  0.01
26 C 0.98 2.27 3.60  0.00
27 C -4.37 1.30 -1.03  0.01
28 C 3.03 -3.84 2.31  0.00
29 C 4.41 0.08 -0.89  0.01
30 C -1.59 -1.02 -0.33  0.00
31 C -4.22 1.19 0.32  0.00
32 C 0.82 -1.22 -3.13  0.02
33 C 1.23 0.92 3.49  0.00
34 C 3.35 0.86 -1.35  0.01
35 C 0.85 2.70 2.28  0.01
36 B -2.97 2.15 -3.07  -0.03
37 B 1.58 -0.75 1.40  0.00
38 H 5.42 0.05 -1.26  0.00
39 H -4.85 0.76 1.07  0.00
40 H 1.56 -0.81 -3.82  0.00
41 H -1.80 2.69 2.05  -0.01
42 H 3.31 1.57 -2.15  0.00
43 H -3.26 1.92 2.69  0.00
44 H -2.34 -3.08 0.12  0.00
45 H 1.37 0.19 4.27  0.00
46 H 0.91 2.85 4.50  0.00
47 H 1.12 -1.04 -2.10  -0.01
48 H -5.16 0.98 -1.67  0.00
49 H 0.65 3.68 1.89  -0.01
50 H 0.04 -3.20 1.46  0.00
51 H 0.71 -2.29 -3.30  0.00
52 H -3.61 -0.40 -4.20  0.00
53 H 3.81 -3.65 4.40  0.00
54 H 2.81 -1.17 4.14  0.00
55 H -2.36 3.15 -3.25  0.01
56 H -1.88 0.91 2.16  0.00
57 H -4.00 2.05 -3.65  0.00
58 H -2.32 -0.54 -0.95  0.00
59 H -1.56 -2.27 -4.15  0.00
60 H 3.28 -4.83 1.97  0.00
61 H 4.32 -1.40 0.79  0.00



# 4
Computed, not measured: a structure of composition C20H24BF4NOP2Zr in a non-equilibrium geometry, with ωB97M-V/def2-TZVPD.

**Net charge**: +2
**LUMO level**: -8.523 eV
**2S+1**: 1

Last column: Mulliken charge in e.
Positions of all 54 atoms, in Å:
1 Zr 0.31 0.18 0.20  0.51
2 P -0.89 1.34 2.10  1.24
3 P 1.68 -1.39 1.62  1.30
4 F -1.41 0.40 -1.29  -0.37
5 F -1.43 -1.55 -0.12  -0.32
6 F -1.98 -1.60 -2.42  -0.18
7 F 0.22 -1.17 -1.64  -0.39
8 O 0.81 1.43 -2.76  -0.37
9 N 1.68 1.50 0.08  0.67
10 C 3.76 0.10 0.30  0.13
11 C 1.46 -1.86 3.35  -1.23
12 C 1.45 4.96 -1.21  -0.79
13 C 0.28 4.87 0.90  -0.95
14 C 4.66 1.29 -2.10  -0.78
15 C 0.23 2.80 2.37  -1.21
16 C 5.35 0.22 -1.54  -1.08
17 C 1.68 2.22 -2.88  -0.59
18 C -1.19 0.72 3.77  -1.34
19 C 1.86 3.65 -1.01  0.04
20 C 3.02 1.14 -0.34  0.63
21 C 1.42 2.92 0.09  0.42
22 C 2.07 -2.96 0.80  -1.26
23 C 0.65 5.57 -0.24  -1.04
24 C 3.33 -0.52 1.62  -1.32
25 C 2.66 2.89 -2.09  0.67
26 C 0.66 3.54 1.11  0.29
27 C 4.91 -0.35 -0.35  -0.96
28 C 3.52 1.76 -1.47  -0.03
29 C -2.46 2.14 1.66  -1.21
30 B -1.25 -1.06 -1.47  0.26
31 H -2.30 3.17 1.30  0.36
32 H -0.34 5.35 1.67  0.46
33 H 0.39 -1.79 3.61  0.33
34 H -0.28 0.77 4.38  0.41
35 H 2.02 -1.18 4.01  0.40
36 H 3.29 0.23 2.43  0.52
37 H 1.30 -3.19 0.05  0.35
38 H 4.99 1.78 -3.03  0.55
39 H 3.41 3.63 -2.43  0.90
40 H 3.05 -2.91 0.29  0.36
41 H 5.47 -1.17 0.11  0.46
42 H 1.10 2.44 2.94  0.49
43 H 4.05 -1.30 1.91  0.57
44 H 2.33 2.94 -3.45  0.60
45 H -2.94 1.56 0.86  0.36
46 H -3.11 2.15 2.53  0.43
47 H 6.25 -0.17 -2.03  0.41
48 H 1.77 5.48 -2.11  0.55
49 H 2.09 -3.76 1.55  0.44
50 H 1.80 -2.89 3.49  0.48
51 H 0.31 6.60 -0.38  0.41
52 H -1.51 -0.33 3.71  0.41
53 H -0.34 3.48 3.02  0.54
54 H -1.99 1.31 4.24  0.48